This record from the OMol25 dataset describes a molecular structure, C32H34AlBrF12NO8. The level of theory is wB97M-V/def2-TZVPD.

Results
Charge: -1
HOMO energy (eV): -6.65
E (eV): -160850.7944
HOMO-LUMO gap (eV): 7.4

The geometry in XYZ format:
```
89
Properties=species:S:1:pos:R:3:forces:R:3
N 0.2441 -5.0819 3.9413 0.1 0.6 -0.8
C -0.6055 -4.3167 2.9553 0.0 0.4 0.7
C 0.0502 -2.8633 2.6081 -1.9 -0.4 0.4
C -1.0899 -2.0438 1.8441 -1.6 1.5 -2.6
C -2.1842 -1.1783 2.5432 0.1 -0.5 -2.2
C -2.1477 -1.0542 4.1606 -1.1 0.7 -2.2
O -1.3989 0.1731 4.4413 0.8 -1.6 1.5
C -0.4930 -0.0024 5.5456 0.2 0.9 1.0
O 0.8134 -0.4913 5.1796 -1.1 1.5 -0.2
C 1.6191 0.5246 4.5401 2.3 -0.6 -0.7
C 3.1635 0.1038 4.8025 0.0 0.0 0.0
O 3.6444 0.5318 6.1133 -0.9 0.7 -0.7
C -3.3002 -0.4009 1.7505 2.8 -2.3 -1.9
C -3.3460 -0.4861 0.1954 2.7 -1.7 1.0
C -4.4285 0.2214 -0.7360 0.1 0.2 0.1
C -4.9137 1.6740 -0.2085 -0.5 -0.8 -0.1
C -6.4246 1.6234 0.3547 0.3 1.7 -0.2
C -7.1151 3.0436 -0.0350 1.2 -1.4 -0.3
O -8.3331 3.1265 0.7547 -0.1 2.7 -0.9
C -8.8891 4.4332 0.7534 -0.3 0.7 4.4
O -9.0798 4.9876 1.8698 0.5 -2.0 -4.8
C -2.2332 -1.3398 -0.5115 0.5 -0.1 2.4
C -1.1148 -2.1104 0.2885 -2.3 1.8 1.1
C -0.0076 -2.9330 -0.5553 0.6 -1.4 0.0
O 0.3997 -4.0760 -0.2215 -1.3 4.3 -1.0
C 0.4979 -2.1728 -1.8860 0.3 1.6 -2.3
C 1.9578 -2.1660 -2.3844 -2.5 1.8 -1.6
C 2.3291 -1.3415 -3.6760 -4.1 -0.4 1.8
Br 4.2237 -1.3508 -4.2461 -2.2 0.2 0.5
C 1.2065 -0.5701 -4.4070 -0.9 -1.1 0.8
C 1.5294 0.3381 -5.7152 0.1 -0.6 2.0
C 1.8070 1.8440 -5.1261 -1.1 -0.9 -1.5
O 1.7358 1.8031 -3.6793 1.4 1.6 -0.5
C 2.4518 2.8886 -3.0623 0.2 0.0 0.3
C 3.5259 2.2679 -2.0274 -1.2 -1.1 -1.2
F 3.0456 0.9773 -1.6172 1.8 3.0 -0.9
F 4.7655 2.1641 -2.7641 -2.2 0.0 2.2
C 3.7163 3.1150 -0.6834 -0.5 0.0 2.3
F 2.6619 2.8174 0.2488 2.1 0.6 -2.5
F 3.6557 4.5352 -0.8802 0.4 -3.1 0.1
C 5.0838 2.7289 0.1120 1.0 -1.0 2.1
F 4.9838 3.0962 1.5017 -0.2 -0.6 -3.2
F 5.2966 1.3093 0.1225 -0.8 3.5 -0.4
C 6.3853 3.4771 -0.4570 2.7 0.1 -0.6
F 7.3390 2.5281 -0.9795 -2.3 1.8 1.3
F 7.1055 4.1960 0.5627 -2.0 -1.6 -2.1
C -0.3041 -0.5782 -3.9670 3.4 -2.8 2.8
C -0.6227 -1.4022 -2.6878 1.9 0.5 -0.8
C -2.1329 -1.4747 -2.1188 -0.6 -0.4 -0.8
O -3.1202 -1.6582 -2.8728 3.2 0.9 2.6
H 0.5177 -5.9984 3.5677 0.0 0.8 0.2
H 1.0841 -4.5250 4.1713 -0.6 -0.7 -0.3
H -0.7954 -4.9482 2.0253 0.2 1.1 1.2
H -1.5985 -4.0991 3.5129 1.3 -0.3 -1.2
H 1.0218 -2.9821 2.0239 -1.5 0.3 0.7
H 0.2272 -2.3597 3.6175 0.1 -0.6 -1.4
H -1.7085 -1.9798 4.6629 -0.6 1.3 -0.7
H -3.2412 -0.8412 4.4681 1.7 -0.7 -0.2
H -0.9274 -0.6975 6.3592 0.8 0.8 -1.5
H -0.3275 1.0355 6.0335 -0.5 -1.5 -0.9
H 1.4804 1.5801 4.9636 -0.2 -1.4 -0.4
H 1.4979 0.5576 3.3954 -0.3 -0.1 1.7
H 3.8808 0.5317 4.0222 -1.2 -0.4 0.7
H 3.3039 -1.0393 4.7800 -0.5 1.8 0.1
H 3.3743 1.4747 6.2430 0.4 -1.2 -0.3
H -4.0590 0.2268 2.3291 1.2 -1.0 -0.9
H -5.3159 -0.5091 -0.8286 1.3 1.2 0.2
H -4.0639 0.3887 -1.8198 -0.2 -0.7 1.9
H -4.2370 2.0262 0.6404 -0.8 -0.4 -1.3
H -4.8344 2.4202 -1.0892 -0.1 -1.2 1.5
H -7.0529 0.7697 -0.0639 1.0 1.1 0.7
H -6.3471 1.5996 1.5028 -0.5 -0.2 -1.8
H -7.3391 3.1214 -1.1646 0.3 -0.3 1.7
H -6.3313 3.8428 0.2165 -1.4 -0.8 -0.1
H -9.2076 4.9494 -0.2233 0.7 -1.1 1.1
H 2.7738 -2.7147 -1.8139 -1.3 0.7 -1.0
H 2.4627 -0.1308 -6.1775 -1.4 0.9 0.4
H 0.6317 0.3440 -6.4419 1.6 -0.1 1.2
H 0.9245 2.4890 -5.5106 1.6 -0.7 0.6
H 2.8074 2.1960 -5.5476 -1.3 -0.2 0.9
H 1.7471 3.5969 -2.4958 0.9 -1.1 -0.8
H 3.0382 3.4729 -3.8473 -0.7 -0.6 1.2
H 6.1772 4.1988 -1.3244 0.1 -1.0 1.5
H -1.0747 0.0201 -4.5612 1.2 -1.1 1.1
F 5.4833 -6.1948 -5.4931 -1.6 0.7 0.4
Al 3.9114 -5.4918 -5.0622 0.0 -0.2 0.0
F 3.9473 -4.9522 -3.3695 -0.1 -0.4 -1.6
F 2.6398 -6.7123 -5.2683 1.3 1.2 0.2
F 3.5754 -4.1025 -6.1166 0.3 -1.3 1.0
```
Forces are in eV/Å.